Molecular formula: C21H32N4O3
Method: DFT, ωB97M-V with the def2-TZVPD basis set

Geometry (Å):
C (-4.6911, 7.1345, 0.4741)
C (-4.7226, 5.7385, 1.0797)
H (-5.6705, 5.2381, 0.8686)
H (-4.5630, 5.7951, 2.1615)
O (-3.7281, 4.8931, 0.5074)
C (-2.4773, 5.0318, 1.0150)
O (-2.2064, 5.7541, 1.9467)
N (-1.5693, 4.2940, 0.3385)
C (-1.8956, 3.2944, -0.6506)
H (-1.2329, 3.4354, -1.5106)
C (-1.6612, 1.8983, -0.0651)
N (-0.2747, 1.7957, 0.3463)
C (0.0016, 2.7598, 1.3948)
H (-0.6493, 2.6160, 2.2753)
C (-0.2207, 4.1703, 0.8447)
H (0.4771, 4.3520, 0.0221)
H (-0.0790, 4.9184, 1.6251)
H (1.0415, 2.6572, 1.7088)
C (0.2258, 0.4583, 0.6056)
C (-0.6154, -0.4053, 1.5607)
C (0.0783, -1.7481, 1.7726)
H (-0.5275, -2.3920, 2.4122)
C (0.3146, -2.4430, 0.4289)
N (1.0659, -1.5809, -0.4501)
C (2.3535, -1.7690, -0.8261)
O (2.9910, -0.9057, -1.4075)
C (2.9580, -3.0954, -0.4816)
C (4.0219, -3.0806, 0.4070)
C (4.6285, -4.2550, 0.8160)
C (4.1654, -5.4580, 0.3149)
C (3.1284, -5.4868, -0.5986)
C (2.5095, -4.3111, -1.0319)
N (1.4312, -4.3240, -1.9112)
C (1.4584, -3.4693, -3.0792)
H (0.4568, -3.0769, -3.2705)
H (2.1394, -2.6374, -2.9385)
H (1.7853, -4.0299, -3.9649)
C (0.7574, -5.5748, -2.1647)
H (1.3106, -6.2358, -2.8464)
H (-0.2074, -5.3504, -2.6217)
H (0.5794, -6.0966, -1.2259)
H (2.8120, -6.4393, -0.9931)
H (4.6243, -6.3863, 0.6231)
H (5.4482, -4.2300, 1.5171)
H (4.3602, -2.1286, 0.7893)
C (0.4252, -0.3112, -0.7100)
H (1.0657, 0.2625, -1.3811)
H (-0.5362, -0.5022, -1.1976)
H (0.8544, -3.3765, 0.5798)
H (-0.6490, -2.6687, -0.0441)
H (1.0411, -1.5900, 2.2633)
H (-0.7411, 0.1067, 2.5167)
H (-1.6049, -0.5731, 1.1297)
H (1.2215, 0.5858, 1.0470)
H (-2.3578, 1.7517, 0.7796)
H (-1.8722, 1.1514, -0.8299)
H (-2.9317, 3.4154, -0.9609)
H (-5.5008, 7.7297, 0.8865)
H (-4.8020, 7.0797, -0.6064)
H (-3.7443, 7.6140, 0.7095)

E_LUMO: 0.673 eV
Spin multiplicity: 1
Net charge: 0
Highest occupied orbital energy: -7.991 eV
Electronic energy: -1264.188427 Ha
Kohn-Sham gap: 8.664 eV
SMILES: CCOC(=O)N1CCN([C@H]2CCCN(C(=O)c3ccccc3N(C)C)C2)CC1